{
  "formula": "C16H36B2F12MgN2O14S4",
  "method": "ωB97M-V/def2-TZVPD",
  "elements": ["S", "S", "S", "S", "Mg", "F", "F", "F", "F", "F", "F", "F", "F", "F", "F", "F", "F", "O", "O", "O", "O", "O", "O", "O", "O", "O", "O", "O", "O", "O", "O", "N", "N", "C", "C", "C", "C", "C", "C", "C", "C", "C", "C", "C", "C", "C", "C", "C", "C", "B", "B", "H", "H", "H", "H", "H", "H", "H", "H", "H", "H", "H", "H", "H", "H", "H", "H", "H", "H", "H", "H", "H", "H", "H", "H", "H", "H", "H", "H", "H", "H", "H", "H", "H", "H", "H", "H"],
  "positions_angstrom": [[-2.73, 4.70, 3.04], [-4.14, -1.60, -0.18], [-2.01, -2.41, -1.49], [-4.94, 6.04, 2.33], [-1.58, 0.40, 0.04], [0.39, -1.42, -1.98], [-7.08, 6.50, 3.90], [-0.91, 4.55, 0.98], [-0.25, 5.75, 2.69], [-6.31, -1.76, -1.68], [-5.69, 0.28, -1.29], [-6.89, 4.57, 3.32], [-4.61, -0.90, -2.76], [-1.01, -0.80, -3.50], [-1.70, 6.64, 1.39], [-5.50, 5.25, 4.84], [-0.44, -2.94, -3.57], [-4.09, 7.21, 2.77], [-4.55, -0.77, 0.95], [-4.41, -3.01, 0.13], [-3.06, -2.97, -2.36], [-2.33, 3.30, 3.15], [5.21, -0.85, -0.60], [3.99, 0.94, -3.28], [-1.36, -3.41, -0.69], [-2.71, 5.31, 4.36], [-5.82, 6.26, 1.16], [-0.24, -3.11, 1.79], [2.61, -3.99, 0.56], [-1.01, -0.09, 2.03], [6.19, -3.43, -3.02], [-4.19, 4.66, 2.00], [-2.45, -1.10, -0.66], [1.30, -4.62, 0.67], [4.28, 1.19, -1.92], [5.39, -2.73, -2.25], [0.38, -4.31, 1.87], [0.05, 0.51, 2.83], [-0.87, -2.54, 2.96], [4.05, -0.11, -1.05], [-0.65, -1.86, -2.76], [2.68, 1.15, -3.78], [6.67, -2.78, -4.19], [-6.18, 5.56, 3.73], [-1.69, -1.23, 2.63], [-1.29, 5.49, 1.91], [-5.25, -0.92, -1.62], [5.95, -1.42, -1.64], [2.65, -2.63, 0.27], [-3.12, 1.91, 0.27], [0.13, 1.13, -0.51], [1.06, 1.56, -0.85], [2.00, 0.47, -3.26], [5.28, -3.39, -1.40], [-0.45, 0.72, -1.32], [-2.92, 1.09, 0.95], [0.81, -0.23, 3.05], [7.38, -1.96, -4.12], [-0.43, 1.77, 0.15], [6.83, -1.65, -1.05], [-0.44, 0.90, 3.72], [1.56, -5.67, 0.66], [-2.83, 2.86, 0.67], [3.68, -2.29, 0.35], [-1.57, -3.25, 3.41], [6.16, -0.70, -2.44], [0.75, -4.44, -0.26], [-2.60, 1.84, -0.68], [-0.13, -2.30, 3.72], [2.32, 2.14, -3.50], [2.10, -1.99, 0.96], [-4.15, 1.98, -0.06], [-0.40, -5.07, 1.92], [4.44, -2.59, -2.77], [0.35, 0.25, 0.07], [3.64, 2.00, -1.54], [3.34, -0.76, -1.56], [2.58, 0.93, -4.84], [0.93, -4.40, 2.81], [2.34, -2.53, -0.77], [-2.51, -1.50, 1.96], [0.54, 1.37, 2.37], [5.85, -2.28, -4.69], [7.13, -3.49, -4.89], [5.25, 1.68, -1.89], [3.46, 0.20, -0.19], [-2.23, -0.84, 3.49]],
  "max_force_ev_per_a": 6.0,
  "orbital_gap_ev": 7.56,
  "total_charge": -2
}